[1]
Molecular formula: C14H17NO4
Method: DFT, ωB97M-V with the def2-TZVPD basis set

XYZ file:
```
36
Properties=species:S:1:pos:R:3:mulliken_charge:R:1
O 3.83 1.76 1.20 -0.563
C 4.02 0.84 0.46 0.337
N 3.27 -0.33 0.42 0.213
C 3.62 -1.23 -0.56 0.403
O 3.05 -2.27 -0.77 -0.590
C 4.80 -0.64 -1.30 -0.414
C 5.08 0.70 -0.61 -0.457
H 5.02 1.55 -1.29 0.286
H 6.06 0.73 -0.14 0.280
H 5.64 -1.33 -1.24 0.289
H 4.54 -0.53 -2.35 0.270
O 2.27 -0.58 1.34 -0.363
C 0.96 -0.42 0.82 -0.231
C 0.65 1.03 0.43 -0.480
H 1.20 1.29 -0.48 0.255
H 1.01 1.68 1.23 0.328
C -0.84 1.27 0.21 -0.557
C -1.38 0.58 -1.05 -0.649
H -0.85 0.96 -1.93 0.328
O -2.73 0.89 -1.29 -0.413
C -3.71 0.28 -0.56 0.752
C -3.51 -0.73 0.38 -0.256
C -4.60 -1.28 1.04 -0.754
C -5.88 -0.85 0.78 -0.524
C -6.08 0.16 -0.15 -0.358
C -5.01 0.71 -0.82 -0.533
H -5.15 1.49 -1.55 0.408
H -7.08 0.51 -0.37 0.364
H -6.72 -1.28 1.30 0.378
H -4.43 -2.07 1.76 0.360
H -2.52 -1.10 0.61 0.353
H -1.23 -0.50 -1.00 0.357
H -1.40 0.93 1.09 0.395
H -1.02 2.34 0.11 0.279
H 0.33 -0.73 1.66 0.220
H 0.81 -1.11 -0.02 0.287
```

Results
- molar mass (g mol⁻¹) = 263.3
- gap between HOMO and LUMO (eV) = 9.164
- energy above the lowest of the compared OMol25 structures with the same formula, charge and spin (kcal/mol) = 56.50
- LUMO energy (eV) = 0.635
- SMILES string = O=C1CCC(=O)N1OCCCCOc1ccccc1
- spin multiplicity = 1
- total charge = 0



[2]
Molecular formula: C27H32FN3O3Pd
Method: DFT, ωB97M-V with the def2-TZVPD basis set

XYZ file:
```
67
Properties=species:S:1:pos:R:3:mulliken_charge:R:1
Pd 3.34 0.16 0.59 0.729
C 7.03 2.42 -1.64 -1.794
C 7.04 1.37 -0.54 0.750
C 8.32 1.51 0.32 -1.346
C 5.83 1.41 0.36 0.651
C 5.70 0.47 1.41 -0.765
C 4.66 0.53 2.35 -0.739
C 3.67 1.54 2.25 0.256
C 2.56 1.66 3.27 -1.557
C 3.77 2.44 1.17 -0.579
C 4.84 2.38 0.25 0.046
H 7.87 2.25 -2.31 0.424
H 7.15 3.42 -1.22 0.395
H 6.12 2.38 -2.24 0.446
H 7.07 0.38 -1.00 0.329
H 8.30 2.46 0.87 0.367
H 9.19 1.51 -0.33 0.415
H 8.43 0.70 1.03 0.388
H 6.45 -0.30 1.53 0.500
H 4.66 -0.13 3.20 0.462
H 1.68 1.10 2.94 0.181
H 2.27 2.70 3.41 0.409
H 2.88 1.25 4.23 0.408
H 3.05 3.24 1.08 0.506
H 4.91 3.13 -0.52 0.494
F -2.98 2.61 -0.14 -0.339
C -2.63 1.32 -0.28 0.275
C -1.30 1.02 -0.21 -0.823
C -0.85 -0.30 -0.28 0.873
C 0.58 -0.59 -0.23 1.990
O 1.37 0.40 -0.17 -1.159
C 0.93 -1.95 -0.31 -0.618
C -0.06 -2.89 -0.44 -0.337
N -1.38 -2.63 -0.47 0.219
C -2.31 -3.73 -0.61 -0.265
C -2.12 -4.96 0.23 -0.928
C -3.26 -4.03 0.52 -0.396
C -1.81 -1.32 -0.41 -0.388
C -3.16 -0.99 -0.52 -0.679
C -3.62 0.32 -0.45 -0.803
N -4.98 0.60 -0.60 0.237
C -5.48 1.96 -0.81 -0.722
C -6.96 1.91 -1.19 -0.792
N -7.20 0.63 -1.94 -0.120
C -7.11 -0.54 -1.00 -0.752
C -5.98 -0.26 0.01 -0.693
C 2.34 -2.53 -0.32 0.353
O 2.46 -3.72 -0.56 -0.648
O 3.34 -1.74 -0.11 -0.634
H -0.58 1.82 -0.08 0.580
H 0.24 -3.93 -0.53 0.778
H -2.66 -3.86 -1.63 0.368
H -1.31 -4.98 0.93 0.337
H -2.33 -5.91 -0.24 0.275
H -3.19 -3.42 1.41 0.229
H -4.27 -4.34 0.27 0.304
H -3.87 -1.79 -0.68 0.893
H -4.92 2.42 -1.62 0.517
H -5.38 2.61 0.07 0.408
H -7.23 2.76 -1.81 0.398
H -7.62 1.91 -0.32 0.355
H -6.47 0.55 -2.65 0.377
H -8.10 0.64 -2.42 0.353
H -6.92 -1.43 -1.59 0.439
H -8.06 -0.64 -0.49 0.369
H -5.54 -1.21 0.32 0.478
H -6.39 0.20 0.91 0.318
```

Results
- molar mass (g mol⁻¹) = 572.0
- gap between HOMO and LUMO (eV) = 6.978
- energy above the lowest of the compared OMol25 structures with the same formula, charge and spin (kcal/mol) = 16.16
- LUMO energy (eV) = -6.577
- spin multiplicity = 1
- total charge = +2



[3]
Molecular formula: C14H9Br4FeN4O2S
Method: DFT, ωB97M-V with the def2-TZVPD basis set

XYZ file:
```
35
Properties=species:S:1:pos:R:3:mulliken_charge:R:1
Fe -0.60 -0.08 -0.41 0.114
C 0.94 -3.09 2.54 -1.408
C 0.42 -1.91 1.80 0.622
N -0.17 -1.97 0.66 0.732
N -0.36 -3.17 0.08 -1.074
C -1.09 -3.11 -1.02 0.420
N -1.30 -4.32 -1.62 -0.416
S -1.84 -1.74 -1.74 -0.570
C 0.59 -0.54 2.35 0.487
C 1.28 -0.28 3.53 -0.622
C 1.40 1.04 3.95 -0.425
C 0.83 2.05 3.20 -0.737
C 0.15 1.70 2.03 -0.109
N 0.04 0.44 1.63 0.016
H 0.60 -4.00 2.06 0.391
H 0.61 -3.08 3.58 0.350
H 2.04 -3.10 2.55 0.302
H -0.67 -5.06 -1.34 0.238
H -1.59 -4.30 -2.58 0.234
H 1.73 -1.08 4.09 0.332
H 1.94 1.27 4.86 0.395
H 0.90 3.08 3.49 0.415
H -0.32 2.44 1.39 0.508
Br 3.59 4.88 -2.84 -0.204
C 2.09 3.95 -2.17 0.191
C 0.91 4.62 -1.90 0.111
Br 0.78 6.49 -2.17 -0.209
C -0.20 3.91 -1.41 -0.177
Br -1.83 4.77 -0.97 -0.156
C -0.15 2.53 -1.20 0.687
O -1.16 1.84 -0.74 -0.999
C 1.08 1.84 -1.47 0.893
O 1.11 0.56 -1.23 -0.839
C 2.16 2.57 -1.96 -0.324
Br 3.75 1.59 -2.28 -0.169
```

Results
- molar mass (g mol⁻¹) = 672.8
- gap between HOMO and LUMO (alpha / beta) (eV) = 6.185 / 6.191
- LUMO energy (alpha / beta) (eV) = 2.239 / 2.144
- ⟨S²⟩ = 6.0144
- spin multiplicity = 5
- total charge = -1



[4]
Molecular formula: C4H14O4
Method: DFT, ωB97M-V with the def2-TZVPD basis set

XYZ file:
```
22
Properties=species:S:1:pos:R:3:mulliken_charge:R:1
C -0.24 1.39 -0.45 -0.145
C -1.26 0.27 -0.46 1.004
C -0.88 -1.22 -0.47 -1.606
C -2.20 0.47 -1.77 -1.155
O -0.37 2.45 0.04 -0.422
H 0.79 1.08 -0.77 -0.116
H -1.91 0.20 0.46 0.268
H -1.68 -1.89 -0.70 0.414
H -0.44 -1.56 0.45 0.180
H -0.14 -1.51 -1.17 0.458
H -2.40 -0.53 -2.14 0.346
H -1.81 1.37 -2.25 0.355
H -3.17 0.87 -1.34 0.269
H 2.77 -1.94 0.17 0.305
H 2.57 -0.56 0.59 0.322
O 2.63 -1.46 0.97 -0.615
H 2.02 3.13 0.20 0.309
H 2.17 1.96 -0.92 0.454
O 2.43 2.29 0.03 -0.625
H 1.02 -1.86 2.79 0.333
H -0.40 -1.31 3.15 0.320
O 0.47 -1.63 3.58 -0.653
```

Results
- molar mass (g mol⁻¹) = 126.2
- gap between HOMO and LUMO (eV) = 10.607
- energy above the lowest of the compared OMol25 structures with the same formula, charge and spin (kcal/mol) = 44.54
- LUMO energy (eV) = 0.347
- SMILES string = CC(C)C=O.O.O.O
- spin multiplicity = 1
- total charge = 0



[5]
Molecular formula: C13H17NO4S
Method: DFT, ωB97M-V with the def2-TZVPD basis set

XYZ file:
```
36
Properties=species:S:1:pos:R:3:mulliken_charge:R:1
C -1.03 -0.68 2.64 -1.319
C 0.42 -0.58 2.26 0.547
O 1.18 -1.50 2.38 -0.568
C 0.87 0.76 1.72 -0.749
H 1.94 0.73 1.54 0.270
C 0.11 1.22 0.46 -0.361
N -0.14 2.66 0.58 -0.436
S 1.21 3.61 0.38 1.125
O 2.15 3.29 1.39 -0.561
O 0.77 4.94 0.21 -0.638
O 1.78 3.11 -1.04 -0.381
C 2.10 1.72 -1.02 -0.898
H 2.79 1.54 -0.19 0.403
C 0.82 0.90 -0.87 0.236
H 0.14 1.23 -1.67 0.367
C 1.09 -0.60 -1.05 -1.113
C -0.18 -1.41 -1.18 0.475
C -0.43 -2.48 -0.33 -0.412
C -1.59 -3.22 -0.44 -0.706
C -2.52 -2.91 -1.42 -0.408
C -2.28 -1.86 -2.29 -0.711
C -1.11 -1.12 -2.17 -0.274
H -0.92 -0.32 -2.87 0.397
H -2.99 -1.62 -3.06 0.397
H -3.43 -3.49 -1.51 0.404
H -1.77 -4.05 0.23 0.417
H 0.29 -2.74 0.43 0.501
H 1.68 -0.98 -0.22 0.406
H 1.68 -0.73 -1.97 0.545
H 2.59 1.51 -1.97 0.424
H -0.85 3.00 -0.05 0.429
H -0.88 0.74 0.45 0.622
H 0.69 1.51 2.49 0.556
H -1.13 -1.32 3.51 0.403
H -1.47 0.29 2.83 0.347
H -1.58 -1.16 1.82 0.266
```

Results
- molar mass (g mol⁻¹) = 283.3
- gap between HOMO and LUMO (eV) = 10.031
- energy above the lowest of the compared OMol25 structures with the same formula, charge and spin (kcal/mol) = 33.97
- LUMO energy (eV) = 0.446
- SMILES string = CC(=O)C[C@H]1NS(=O)(=O)OC[C@H]1Cc1ccccc1
- spin multiplicity = 1
- total charge = 0



[6]
Molecular formula: C27H54N3O3Si2
Method: DFT, ωB97M-V with the def2-TZVPD basis set

XYZ file:
```
89
Properties=species:S:1:pos:R:3:mulliken_charge:R:1
C 2.88 0.77 -2.92 -0.618
O 2.91 2.16 -2.54 -0.473
C 1.61 2.40 -1.92 0.609
C 1.11 3.87 -2.11 -0.943
C -0.43 4.06 -1.74 -0.461
C -1.39 4.01 -3.00 -0.768
C -2.45 2.84 -2.92 -1.038
C -1.76 1.40 -2.89 0.393
N -2.86 0.42 -2.77 0.203
C -2.87 -0.47 -1.83 -0.178
N -1.98 -0.73 -0.76 0.209
C -2.90 -0.57 0.44 -0.628
C -4.28 -1.14 -0.17 -0.606
N -3.94 -1.43 -1.62 -0.194
C -3.52 -2.85 -1.52 -0.955
O -2.70 -3.29 -2.63 -0.451
C -2.08 -4.49 -2.22 0.465
C -2.83 -5.60 -1.60 -0.185
C -2.22 -6.83 -1.13 0.655
C -3.18 -7.88 -0.45 -1.271
C -0.78 -7.05 -1.28 -0.861
C -0.01 -5.97 -1.92 -0.801
C -0.63 -4.72 -2.39 0.299
C 0.33 -3.69 -3.07 0.520
C 0.20 -2.22 -2.53 -1.012
C 0.10 -3.69 -4.66 -1.324
H 2.27 0.61 -3.86 0.239
H 3.92 0.40 -3.09 0.373
H 2.44 0.14 -2.09 0.189
H 1.67 2.15 -0.81 0.059
H 0.92 1.67 -2.43 -0.134
H 1.26 4.21 -3.17 0.330
H 1.76 4.53 -1.46 0.308
H -0.50 5.09 -1.28 0.440
H -0.77 3.35 -0.94 0.267
H -1.88 5.01 -3.12 0.317
H -0.76 3.82 -3.91 0.397
H -3.22 2.92 -3.74 0.455
H -3.01 3.00 -1.96 0.329
H -1.19 1.32 -3.85 0.459
H -1.10 1.41 -1.99 -0.555
H -3.63 0.45 -3.45 0.389
H -1.11 -0.20 -0.72 0.180
H -2.95 0.47 0.85 0.359
H -2.56 -1.41 1.10 0.383
H -4.95 -0.24 -0.21 0.341
H -4.70 -2.03 0.33 0.372
H -4.47 -3.46 -1.54 0.316
H -2.99 -3.12 -0.57 0.613
H -3.93 -5.47 -1.48 0.337
H -2.65 -8.82 -0.16 0.330
H -4.12 -8.04 -1.02 0.323
H -3.49 -7.39 0.53 0.297
H -0.33 -7.98 -0.88 0.316
H 1.09 -6.14 -2.02 0.291
H 1.38 -4.06 -2.92 0.594
H -0.81 -1.77 -2.76 -0.034
H 0.40 -2.18 -1.42 0.388
H 0.95 -1.57 -3.07 0.167
H -0.41 -2.74 -4.99 0.279
H -0.54 -4.59 -4.87 0.371
H 1.06 -3.79 -5.22 0.335
O 1.83 2.95 4.46 -0.342
Si 2.38 3.80 5.78 0.440
C 3.81 4.91 5.29 -1.001
C 2.97 2.62 7.11 -1.001
C 1.03 4.87 6.51 -1.041
Si 2.42 1.86 3.35 0.261
C 1.10 1.36 2.11 -0.785
C 3.01 0.31 4.22 -1.016
C 3.85 2.61 2.40 -1.019
H 4.67 4.32 4.98 0.294
H 4.10 5.54 6.13 0.386
H 3.52 5.56 4.46 0.278
H 2.19 1.90 7.36 0.280
H 3.24 3.17 8.01 0.383
H 3.85 2.06 6.77 0.294
H 0.19 4.27 6.85 0.288
H 0.67 5.60 5.79 0.284
H 1.42 5.42 7.38 0.308
H 0.25 0.89 2.61 0.343
H 1.51 0.65 1.39 0.213
H 0.74 2.23 1.55 0.156
H 3.87 0.53 4.86 0.299
H 3.32 -0.44 3.49 0.382
H 2.22 -0.11 4.84 0.285
H 4.70 2.79 3.07 0.322
H 3.56 3.56 1.95 0.290
H 4.19 1.93 1.61 0.413
```

Results
- molar mass (g mol⁻¹) = 524.9
- gap between HOMO and LUMO (eV) = 7.583
- LUMO energy (eV) = -3.283
- spin multiplicity = 1
- total charge = +1



[7]
Molecular formula: C21H46F2N7O10P
Method: DFT, ωB97M-V with the def2-TZVPD basis set

XYZ file:
```
87
Properties=species:S:1:pos:R:3:mulliken_charge:R:1
O -0.44 -6.20 2.16 -0.767
C -0.62 -4.99 1.83 0.449
O -0.54 -4.05 2.63 -0.755
P -0.99 -4.45 0.03 0.178
N -0.42 -6.10 -0.77 0.063
C 0.87 -6.51 -0.74 0.489
O 1.33 -7.38 -1.44 -0.658
F 1.75 -5.92 0.06 -0.139
C -1.31 -7.16 -0.78 0.465
O -1.48 -7.91 -1.70 -0.606
F -2.07 -7.34 0.28 -0.118
H 0.36 -3.85 -0.14 -0.385
H -1.31 -4.02 -1.32 -0.054
H -2.39 -4.96 0.12 -0.073
H -1.46 -3.17 0.53 0.029
C 5.22 -3.12 1.81 0.129
O 4.70 -2.02 1.89 -0.606
N 4.82 -4.23 2.45 0.188
C 5.52 -5.48 2.30 -0.937
C 3.64 -4.18 3.31 -1.011
H 6.11 -3.29 1.18 0.249
H 4.85 -6.24 1.89 0.314
H 5.89 -5.82 3.27 0.334
H 6.37 -5.36 1.62 0.314
H 2.77 -3.89 2.74 0.363
H 3.80 -3.45 4.11 0.287
H 3.47 -5.16 3.75 0.374
C -0.09 -2.04 -2.62 0.049
O -1.22 -1.78 -2.29 -0.567
N 0.98 -1.26 -2.36 0.252
C 2.32 -1.61 -2.76 -0.946
C 0.76 -0.03 -1.61 -1.003
H 0.17 -2.96 -3.17 0.259
H 2.96 -1.71 -1.89 0.296
H 2.73 -0.84 -3.42 0.341
H 2.30 -2.56 -3.30 0.308
H 0.32 -0.27 -0.65 0.327
H 0.07 0.62 -2.16 0.215
H 1.71 0.49 -1.47 0.412
C -0.48 3.27 -2.81 0.047
O 0.47 3.20 -2.05 -0.591
N -1.74 3.55 -2.43 0.288
C -2.83 3.64 -3.38 -1.062
C -2.00 3.76 -1.02 -0.841
H -0.38 3.10 -3.89 0.313
H -3.26 4.64 -3.32 0.413
H -3.60 2.91 -3.15 0.360
H -2.47 3.47 -4.39 0.297
H -1.40 4.59 -0.67 0.087
H -1.73 2.86 -0.45 0.365
H -3.05 3.98 -0.87 0.381
C -3.78 -5.30 6.38 0.096
O -4.35 -4.34 5.90 -0.611
N -2.70 -5.91 5.88 0.217
C -2.12 -7.05 6.55 -0.942
C -2.07 -5.46 4.62 -1.009
H -4.13 -5.77 7.32 0.234
H -1.08 -6.83 6.82 0.298
H -2.13 -7.92 5.89 0.310
H -2.68 -7.28 7.46 0.344
H -1.75 -4.42 4.72 0.293
H -2.79 -5.51 3.81 0.279
H -1.21 -6.07 4.37 0.403
C -0.30 6.33 0.74 0.226
O -1.18 6.75 0.01 -0.634
N 0.72 7.07 1.22 0.110
C 1.73 6.51 2.08 -0.941
C 0.79 8.47 0.84 -0.925
H -0.27 5.28 1.08 0.216
H 1.74 7.04 3.04 0.339
H 2.72 6.60 1.61 0.341
H 1.53 5.46 2.26 0.320
H -0.10 8.99 1.17 0.287
H 0.86 8.56 -0.24 0.271
H 1.67 8.92 1.30 0.383
C -2.25 7.21 -6.16 0.116
O -3.15 6.40 -6.08 -0.559
N -1.57 7.71 -5.11 0.183
C -0.51 8.68 -5.27 -0.917
C -1.92 7.26 -3.77 -0.786
H -1.91 7.62 -7.13 0.241
H 0.42 8.29 -4.88 0.325
H -0.76 9.60 -4.74 0.319
H -0.38 8.92 -6.33 0.304
H -1.78 6.18 -3.70 0.049
H -2.96 7.48 -3.56 0.309
H -1.29 7.75 -3.04 0.396
```

Results
- molar mass (g mol⁻¹) = 625.6
- gap between HOMO and LUMO (eV) = 2.410
- energy above the lowest of the compared OMol25 structures with the same formula, charge and spin (kcal/mol) = 0.00
- LUMO energy (eV) = 2.707
- spin multiplicity = 1
- total charge = -2